1.
Below is one molecule with the formula C4H9N3O3 at a distorted geometry, with properties calculated with the ωB97M-V functional and the def2-TZVPD basis.

Cartesian coordinates (Å):
1 C -2.136 0.428 0.134
2 C 0.713 0.786 -1.267
3 C -0.746 0.613 0.700
4 O 1.716 1.592 -0.838
5 O -0.164 1.082 -2.045
6 O -0.504 1.401 1.583
7 H 1.479 2.508 -1.042
8 H -2.728 -0.220 0.781
9 H -2.097 -0.020 -0.858
10 H -2.620 1.400 0.048
11 C 0.350 -0.906 0.584
12 N 1.364 -0.714 1.517
13 N 1.123 -0.597 -1.027
14 N -0.308 -2.009 0.499
15 H 1.361 -1.443 2.216
16 H 1.411 0.237 1.868
17 H 2.130 -0.764 -0.996
18 H 0.578 -1.276 -1.557
19 H -0.923 -2.098 -0.301

**DFT total energy**: -547.72525 Eh
**Energy relative to the best compared isomer or geometry (same formula, charge and spin)**: 75.8 kcal/mol
**Lowest unoccupied orbital energy**: 0.1455 eV

Okay, here come the natural (NBO) numbers, in e, for every atom:
1 C -0.7420
2 C 0.9092
3 C 0.4845
4 O -0.6732
5 O -0.5691
6 O -0.5712
7 H 0.5106
8 H 0.2525
9 H 0.2247
10 H 0.2357
11 C 0.4544
12 N -0.8789
13 N -0.7577
14 N -0.8859
15 H 0.4019
16 H 0.4007
17 H 0.4367
18 H 0.4303
19 H 0.3369


2.
Below is a 2-piece molecular cluster, C4H9N3O4 overall at a distorted geometry, with properties calculated with the ωB97M-V functional and the def2-TZVPD basis.

Cartesian coordinates (Å):
1 C 2.140 0.576 -1.965
2 C 2.035 0.490 -0.477
3 N 2.507 -0.651 0.243
4 O 3.048 -1.570 -0.283
5 O 2.306 -0.715 1.488
6 N 1.491 1.526 0.161
7 O 1.156 2.598 -0.364
8 O 1.313 1.524 1.451
9 H 2.638 1.500 -2.336
10 H 1.186 0.743 -2.533
11 H 2.569 -0.420 -2.359
12 H 1.636 0.683 1.864
13 C -1.669 0.729 0.914
14 N -0.949 -0.289 0.803
15 C -1.408 -1.624 0.898
16 H -2.881 0.608 1.186
17 H -1.331 1.660 0.552
18 H -2.535 -1.760 1.170
19 H -1.553 -1.989 -0.153
20 H -0.832 -2.295 1.383

**DFT total energy**: -622.75584 Eh
**Structure (SMILES)**: C/C([N+](=O)[O-])=[N+](\[O-])O.C=NC
**Energy relative to the best compared isomer or geometry (same formula, charge and spin)**: 99.3 kcal/mol
**Lowest unoccupied orbital energy**: -1.0109 eV

Okay, here come the natural (NBO) numbers, in e, for every atom:
1 C -0.6853
2 C 0.1222
3 N 0.5136
4 O -0.3317
5 O -0.4641
6 N 0.4525
7 O -0.4037
8 O -0.4696
9 H 0.2516
10 H 0.2473
11 H 0.2601
12 H 0.5077
13 C -0.0262
14 N -0.4294
15 C -0.4311
16 H 0.1163
17 H 0.1860
18 H 0.1620
19 H 0.2129
20 H 0.2092


3.
Below is a 2-piece molecular cluster, C4H9N3O5S overall at a distorted geometry, with properties calculated with the ωB97M-V functional and the def2-TZVPD basis.

Cartesian coordinates (Å):
1 C -2.312 0.680 -1.531
2 C -1.532 -0.924 0.317
3 C 3.654 0.452 1.529
4 C -1.307 0.386 -0.421
5 N 1.170 0.572 0.694
6 N 0.016 0.435 -0.914
7 N -1.405 1.550 0.625
8 O 0.469 0.587 -1.998
9 O -1.186 2.639 0.187
10 O -1.734 1.251 1.729
11 O 2.802 -0.672 -0.725
12 O 2.924 1.793 -0.656
13 S 2.655 0.555 0.021
14 H -3.327 0.616 -1.145
15 H -2.192 -0.043 -2.334
16 H -2.143 1.678 -1.933
17 H -1.509 -1.759 -0.380
18 H -2.497 -0.904 0.818
19 H -0.745 -1.051 1.058
20 H 3.161 1.041 2.293
21 H 3.714 -0.591 1.809
22 H 4.628 0.859 1.291

**DFT total energy**: -1096.13647 Eh
**Energy relative to the best compared isomer or geometry (same formula, charge and spin)**: 50.5 kcal/mol
**Lowest unoccupied orbital energy (spin up / spin down)**: -1.7035 / -2.5099 eV

Okay, here come the natural (NBO) numbers, in e, for every atom:
1 C -0.6374
2 C -0.6229
3 C -0.8608
4 C 0.1291
5 N -0.6221
6 N 0.3143
7 N 0.5604
8 O -0.1267
9 O -0.3439
10 O -0.3310
11 O -0.9460
12 O -0.9347
13 S 2.1958
14 H 0.2389
15 H 0.2383
16 H 0.2514
17 H 0.2316
18 H 0.2482
19 H 0.2664
20 H 0.2482
21 H 0.2477
22 H 0.2552


4.
Below is one molecule with the formula C4H9N3S at a distorted geometry, with properties calculated with the ωB97M-V functional and the def2-TZVPD basis.

Cartesian coordinates (Å):
1 N 1.675 -0.452 1.896
2 N 1.121 -0.172 0.640
3 C -0.099 0.304 0.498
4 S -0.689 0.842 1.902
5 C -0.861 0.079 -0.745
6 C -0.780 -1.255 -1.622
7 N 0.214 -0.717 -2.537
8 C -0.082 0.651 -2.034
9 H 2.375 0.395 2.355
10 H 0.712 -0.520 2.623
11 H 1.815 -0.905 -0.004
12 H -1.807 0.521 -0.714
13 H -1.836 -1.753 -1.960
14 H -0.059 -2.206 -1.088
15 H -0.069 -1.026 -3.585
16 H 0.740 1.476 -2.025
17 H -0.995 1.266 -2.614

**DFT total energy**: -720.04926 Eh
**Structure (SMILES)**: NNC(=S)C1CNC1
**Energy relative to the best compared isomer or geometry (same formula, charge and spin)**: 140.6 kcal/mol
**Lowest unoccupied orbital energy**: 0.7256 eV

Okay, here come the natural (NBO) numbers, in e, for every atom:
1 N -0.6962
2 N -0.4181
3 C 0.0768
4 S -0.1544
5 C -0.3069
6 C -0.2017
7 N -0.6492
8 C -0.2058
9 H 0.3631
10 H 0.3677
11 H 0.4340
12 H 0.2422
13 H 0.2179
14 H 0.1768
15 H 0.3700
16 H 0.2165
17 H 0.1671


5.
Below is one molecule with the formula C4H9N3S at a distorted geometry, with properties calculated with the ωB97M-V functional and the def2-TZVPD basis.

Cartesian coordinates (Å):
1 H 2.106 1.930 0.390
2 N 2.918 1.293 0.388
3 C 2.680 0.106 0.121
4 N 3.580 -0.965 0.011
5 S 1.034 -0.537 -0.446
6 N 0.133 0.927 -0.360
7 C -1.160 0.915 -0.543
8 C -2.102 -0.224 -0.581
9 C -2.673 -0.537 0.826
10 H 3.673 -1.321 -0.957
11 H 4.485 -0.728 0.374
12 H -1.558 1.953 -0.600
13 H -1.687 -1.102 -1.039
14 H -2.988 0.122 -1.126
15 H -3.052 0.345 1.333
16 H -3.464 -1.252 0.711
17 H -1.925 -0.925 1.498

**DFT total energy**: -720.23502 Eh
**Structure (SMILES)**: [H]/N=C(/N)S/N=C\CC
**Energy relative to the best compared isomer or geometry (same formula, charge and spin)**: 24.1 kcal/mol
**Lowest unoccupied orbital energy**: 0.8439 eV

Okay, here come the natural (NBO) numbers, in e, for every atom:
1 H 0.3851
2 N -0.6815
3 C 0.3309
4 N -0.8522
5 S 0.2970
6 N -0.5830
7 C 0.1277
8 C -0.4862
9 C -0.5879
10 H 0.3915
11 H 0.3893
12 H 0.1873
13 H 0.2272
14 H 0.2192
15 H 0.2086
16 H 0.2128
17 H 0.2142


6.
Below is one molecule with the formula C4H9N3S at a distorted geometry, with properties calculated with the ωB97M-V functional and the def2-TZVPD basis.

Cartesian coordinates (Å):
1 C -1.524 1.845 -0.518
2 S -0.938 0.697 0.835
3 C -0.150 -0.649 -0.053
4 N -0.898 -1.697 -0.302
5 N -2.230 -1.768 -0.029
6 N 1.278 -0.884 -0.226
7 C 2.278 -0.414 0.747
8 C 2.108 0.339 -0.460
9 H -2.221 1.271 -1.165
10 H -0.522 2.330 -0.921
11 H -1.903 2.615 0.088
12 H -2.274 -1.216 0.817
13 H -2.312 -2.786 0.334
14 H 1.802 -0.052 1.673
15 H 3.057 -1.167 0.953
16 H 2.761 0.283 -1.356
17 H 1.688 1.253 -0.417

**DFT total energy**: -720.13098 Eh
**Structure (SMILES)**: CS/C(=N\N)N1CC1
**Energy relative to the best compared isomer or geometry (same formula, charge and spin)**: 89.3 kcal/mol
**Lowest unoccupied orbital energy**: 0.6117 eV

Okay, here come the natural (NBO) numbers, in e, for every atom:
1 C -0.7026
2 S 0.0944
3 C 0.1495
4 N -0.2236
5 N -0.6129
6 N -0.4037
7 C -0.2484
8 C -0.2596
9 H 0.2447
10 H 0.2255
11 H 0.2213
12 H 0.3414
13 H 0.3607
14 H 0.2016
15 H 0.2142
16 H 0.2060
17 H 0.1913


7.
Below is C4H9N3S as an isolated structure at a distorted geometry, with properties calculated with the ωB97M-V functional and the def2-TZVPD basis.

Cartesian coordinates (Å):
1 C -0.162 0.498 0.726
2 C -1.290 1.332 -0.613
3 C 0.203 -0.184 -2.105
4 C 0.812 -1.692 1.000
5 N 0.371 -0.978 -0.983
6 N 0.402 -0.645 0.162
7 N 0.073 1.188 1.774
8 S -0.174 1.561 -1.953
9 H -1.995 0.513 -0.728
10 H -1.635 2.123 -0.003
11 H 0.916 -0.399 -2.905
12 H -0.592 -0.574 -2.680
13 H 0.878 -1.265 1.954
14 H 1.886 -1.944 0.757
15 H 0.198 -2.479 1.072
16 H -0.639 1.858 2.053
17 H 0.748 1.087 2.472

**2S+1**: 3
**DFT total energy**: -719.36482 Eh
**Energy relative to the best compared isomer or geometry (same formula, charge and spin)**: 57.5 kcal/mol
**Total charge**: +2
**Expectation value of S²**: 2.022
**Lowest unoccupied orbital energy (spin up / spin down)**: -8.5111 / -13.0242 eV

Okay, here come the natural (NBO) numbers, in e, for every atom:
1 C 0.5362
2 C -0.6090
3 C -0.5106
4 C -0.4105
5 N -0.0470
6 N -0.0934
7 N -0.6911
8 S 0.9406
9 H 0.2980
10 H 0.2810
11 H 0.3317
12 H 0.3076
13 H 0.2103
14 H 0.2711
15 H 0.2633
16 H 0.4575
17 H 0.4641


8.
Below is an isolated ion of composition C4H9N4 and charge +1 at a distorted geometry, with properties calculated with the ωB97M-V functional and the def2-TZVPD basis.

Cartesian coordinates (Å):
1 C -0.469 2.114 -0.460
2 C -0.277 0.711 -0.101
3 N -1.173 -0.053 0.476
4 N -0.744 -1.203 0.697
5 C -1.402 -2.296 1.279
6 N 0.796 -1.205 0.157
7 N 0.854 -0.006 -0.289
8 C 1.989 0.523 -0.991
9 H -0.860 2.555 0.391
10 H 0.486 2.531 -0.720
11 H -1.072 2.290 -1.267
12 H -2.480 -1.852 1.562
13 H -1.632 -3.158 0.549
14 H -0.836 -2.659 2.271
15 H 2.195 -0.148 -1.940
16 H 1.746 1.494 -1.284
17 H 2.880 0.362 -0.331

**DFT total energy**: -376.46903 Eh
**Structure (SMILES)**: Cc1n[n+](C)nn1C
**Energy relative to the best compared isomer or geometry (same formula, charge and spin)**: 86.6 kcal/mol
**Total charge**: +1
**Lowest unoccupied orbital energy**: -4.8972 eV

Okay, here come the natural (NBO) numbers, in e, for every atom:
1 C -0.6430
2 C 0.3184
3 N -0.1158
4 N 0.0413
5 C -0.4763
6 N 0.0375
7 N -0.0838
8 C -0.4295
9 H 0.2632
10 H 0.2290
11 H 0.2594
12 H 0.2798
13 H 0.2725
14 H 0.2767
15 H 0.2683
16 H 0.2349
17 H 0.2673